105
Properties=species:S:1:pos:R:3:forces:R:3 method="wB97M-V/def2-TZVPD" total_charge=+3 largest_force_ev_per_a=8.98 e_lumo_ev=-13.12 e_homo_ha=-0.517 energy_ev=-411133.7312 molar_mass_g_mol=1172.83
C 4.362305 -2.436659 4.676454 -1.0116 -0.3026 -1.0484
C 2.775112 -2.086936 4.759357 0.9346 0.3994 1.7040
N 2.458554 -0.698240 4.335965 -0.3118 -1.2388 -0.9980
C 2.634908 -0.493006 2.874815 -0.5648 -0.0906 0.3956
C 1.234397 -0.160250 2.093999 2.0965 0.7097 -0.0232
C 0.175470 -1.284936 2.521343 -0.5026 1.1315 -0.6530
C -1.051780 -1.515104 1.512896 -0.9463 -0.4171 0.7243
C -2.514715 -1.189600 2.172700 0.1947 0.5891 -1.2671
C -3.647660 -2.165479 1.587834 0.0809 -0.2574 0.3279
N -4.786906 -1.352587 1.014166 0.2420 -0.5467 -2.6284
C -5.632071 -2.177813 0.125306 -1.6535 -1.6878 0.5620
N -6.304279 -3.207996 0.603419 1.6719 2.0043 -0.6121
N -5.767765 -1.913337 -1.328345 -0.4040 0.6589 2.4289
C 1.611706 -0.125094 0.534059 -1.5524 -1.0036 -0.7134
C 1.902300 -1.600554 -0.104264 0.2465 1.1060 -0.8728
C 2.917178 -1.320053 -1.347225 0.0761 -0.1690 1.2754
C 3.613284 -2.645380 -1.924512 0.0479 0.6690 0.2653
N 3.829578 -2.410130 -3.407830 0.7127 1.5964 -3.3433
C 4.220490 -1.141652 -4.000626 0.4960 -1.5894 -0.0929
C 4.323332 -1.174637 -5.570163 1.0404 -5.6738 4.5260
C 3.937841 -2.709437 -5.787676 -0.6483 -0.0928 2.1242
C 3.644487 -3.425535 -4.444022 1.0539 3.9015 -3.2716
C 0.831303 1.344686 2.574908 -1.5179 -0.4736 1.1171
C -0.735073 1.651769 2.522023 0.1289 0.1606 1.0214
C -1.108765 3.155235 3.006402 -0.5031 -0.2637 -0.8171
C -0.917468 4.270531 1.869033 -0.2043 0.4990 0.6837
C -1.443417 3.851071 0.419659 0.7230 -0.7611 0.3089
O -1.770839 5.030211 -0.381465 1.8956 -1.0360 -1.4187
C -0.993671 5.056479 -1.572193 2.4747 2.6825 -1.9559
C -1.027020 3.881519 -2.687885 -0.4484 -0.5528 1.1714
O -0.237918 6.024511 -1.843802 -3.2666 -3.3941 1.5578
O 1.580213 2.379308 1.831126 1.7027 -1.9165 1.3294
S 3.118912 2.382991 2.513559 4.3292 7.7494 1.3336
O 3.162244 3.075653 3.864410 -1.6948 -3.4212 -3.3854
O 4.080007 3.162141 1.632679 -3.4352 -3.4238 1.1135
C 3.762219 0.641818 2.669225 1.3579 -2.9905 1.0287
F 4.582267 0.632437 3.868375 -1.8862 0.6708 -2.0543
N 4.664597 0.218151 1.563733 2.8873 1.6435 2.1519
C 5.912532 0.479468 1.832381 0.5413 0.8668 -1.3457
S 7.493438 0.898206 1.940471 -4.5198 -1.4250 -0.1847
H 4.938792 -2.062146 5.581800 -0.9044 -0.3875 -1.2928
H 4.444710 -3.576942 4.590320 0.0805 1.6242 0.2868
H 4.781645 -1.985279 3.703232 -0.3995 -0.6841 1.6185
H 2.132944 -2.872916 4.197855 0.7735 0.5961 0.4016
H 2.507220 -2.170717 5.873826 0.0933 0.0168 -1.7264
H 1.552738 -0.366476 4.686503 0.6500 -0.2801 -0.1573
H 3.077374 -1.468446 2.456269 -0.4933 1.5685 0.3910
H -0.238601 -1.017497 3.551815 0.6596 -0.6263 -1.3096
H 0.759025 -2.275617 2.630392 -0.4015 1.6999 0.0495
H -1.074129 -2.631025 1.208491 0.0608 1.4561 0.2571
H -1.013449 -0.910657 0.549813 0.3816 -0.9055 1.2691
H -2.772755 -0.131931 1.782885 0.2988 -1.6340 0.9227
H -2.470381 -1.127777 3.308975 -0.1745 -0.3319 -1.5148
H -4.075912 -2.824992 2.421134 0.7215 0.8542 -1.2690
H -3.242476 -2.826578 0.735777 -0.3053 0.7876 1.4400
H -4.353085 -0.636426 0.395383 -0.3678 -0.5017 0.6877
H -6.126508 -3.303733 1.618069 -0.1001 0.0783 -0.6413
H -6.480768 -2.553418 -1.725928 0.6614 0.4005 0.6125
H -6.108119 -0.943434 -1.480475 0.5758 -0.7841 0.0203
H 0.691767 0.264829 -0.051325 1.4701 -0.3619 0.9263
H 2.469485 0.571923 0.262966 -1.0997 -0.9535 0.7702
H 2.317835 -2.342989 0.657470 -0.2663 0.9522 -0.9763
H 0.943291 -2.026021 -0.569546 1.2843 0.4742 0.8758
H 3.756801 -0.625852 -0.961689 -1.3866 -1.0330 -0.6456
H 2.285086 -0.747884 -2.121351 1.1272 -1.0800 0.9496
H 3.002713 -3.595537 -1.753120 0.6331 1.4110 -0.6753
H 4.641286 -2.841992 -1.434324 -1.6174 0.5017 -0.8445
H 4.394185 -0.186931 -3.382279 -0.3360 -1.9691 -0.8101
H 4.578222 -0.320159 -6.350165 -0.8693 -0.5046 1.5767
H 3.882130 -3.134368 -6.859829 -0.0657 0.3884 1.2863
H 3.336277 -4.510774 -4.303743 0.5300 1.8433 0.0908
H 1.153295 1.488725 3.678351 -0.6455 -0.3368 -1.5454
H -1.224937 0.958335 3.308221 0.8894 0.9570 -1.2525
H -1.206716 1.369775 1.520541 0.7852 0.6108 1.1897
H -0.493403 3.456446 3.926311 -0.8831 -0.5746 -1.3232
H -2.223642 3.130734 3.302459 1.7475 0.0216 -0.3636
H 0.189712 4.554869 1.856666 -1.5786 -0.3483 -0.3706
H -1.480934 5.208600 2.231785 0.7908 -1.4348 -0.7279
H -2.368851 3.182566 0.423255 1.1158 0.8593 0.3216
H -0.583350 3.257572 -0.079591 -1.3911 0.8358 0.6226
H -1.004276 4.305049 -3.744705 -0.1207 -0.2801 1.6875
H -0.087305 3.236354 -2.559682 -1.2548 1.0097 -0.0981
H -1.936559 3.195622 -2.536626 1.2915 1.0541 -0.3249
Al 0.688290 -4.247186 2.443201 0.0170 -0.4974 0.0586
C 2.944831 7.217741 -0.736782 -0.2190 0.2746 -0.0801
Br 3.945869 8.163157 0.625763 -0.1895 -0.3876 -0.3823
Br 3.879085 7.198912 -2.434471 -0.1717 -0.0665 0.4940
Br 2.463288 5.430246 -0.162311 0.3984 0.3046 -0.0200
H 2.015416 7.764778 -0.889309 0.1902 -0.1955 0.0094
C -10.939492 -2.757138 0.824905 -0.6302 -0.7819 0.6995
C -9.570981 -2.898491 0.114124 -0.1480 -0.2189 1.6324
O -9.653289 -2.249328 -1.056784 -0.8654 1.6074 -0.8584
H -11.751738 -3.199510 0.236233 0.1945 -0.0582 -0.1170
H -10.915011 -3.275576 1.788300 -0.1024 0.1419 -0.0528
H -11.187273 -1.704787 1.025978 0.3219 0.1827 0.1119
H -9.369508 -3.982898 0.093331 -0.3281 -0.0990 -0.8572
H -8.828632 -2.550387 0.850549 0.1149 0.6621 -0.4689
Br 6.145548 -1.194912 -6.677373 0.8403 -0.8029 1.0729
C 2.541594 0.479008 -8.787553 -0.2581 0.6883 -1.1305
Cl 0.790058 0.602990 -8.600492 0.3712 -0.1127 0.1523
Cl 3.193010 1.932529 -9.554985 -0.0308 -0.2416 0.1442
Cl 3.313381 0.205530 -7.207024 -3.1319 1.5565 -2.1902
H 2.761129 -0.376111 -9.425452 0.0173 -0.0132 0.3390
F 2.855051 -2.843088 -8.311770 0.3122 0.1618 0.7170
Al -11.320596 -0.771999 -1.149713 1.4736 -1.4043 -0.1240